(1)
Molecular formula: C51H51As2F4N5O3SSn
Method: DFT, ωB97M-V/def2-TZVPD

Calculated values
Largest force on an atom ... 0.8 eV/Å
Energy ... -7957.092661 a.u.

```
! wB97M-V def2-TZVPD RIJCOSX def2/J DEFGRID3
* xyz 0 1
Sn -0.4930 -0.0493 0.3598
C -5.8422 5.4526 2.7045
C -4.5664 5.5223 3.5382
C -4.1865 6.9748 3.7995
C -2.9624 7.0340 4.6995
C -1.8384 6.2669 4.0580
C -0.5283 6.6028 4.3140
C 0.5076 5.8900 3.7208
F 1.7758 6.2379 4.0103
C 0.2618 4.8517 2.8710
C -1.0629 4.4965 2.5905
C -1.2900 3.3546 1.6928
O -0.3321 2.7602 1.1803
C -2.6726 3.0272 1.4916
C -3.6441 3.7704 2.0823
N -3.4316 4.8317 2.8928
C -2.1255 5.2013 3.1789
C -3.1267 1.8878 0.5787
O -3.9916 2.1673 -0.2560
O -2.6324 0.7330 0.8117
H -6.5640 6.1582 3.1129
H -6.3052 4.4677 2.7248
H -5.6415 5.7289 1.6686
H -4.7439 5.0298 4.5019
H -5.0304 7.4838 4.2639
H -3.9728 7.4683 2.8474
H -3.2061 6.5974 5.6730
H -2.6540 8.0653 4.8726
H -0.2891 7.4239 4.9779
H 1.0523 4.2852 2.3999
H -4.6706 3.4943 1.8957
N 2.3040 -0.1125 1.8562
C 2.9668 0.3794 3.0580
C 2.3686 -0.2062 4.3279
C 0.9134 0.2070 4.6185
C -0.2018 -0.7588 4.1680
N -0.9031 -0.3449 2.9419
H 2.3884 -1.1233 1.8231
H 2.7874 0.2498 1.0402
H 2.8683 1.4683 3.0877
H 4.0421 0.1533 3.0444
H 2.9983 0.1366 5.1518
H 2.4440 -1.2976 4.2896
H 0.7241 1.1823 4.1588
H 0.8205 0.3191 5.6999
H -0.9240 -0.8286 4.9896
H 0.2047 -1.7582 4.0015
H -1.4067 0.5201 3.1143
H -1.6068 -1.0459 2.7200
F -3.0614 -5.9847 -1.7587
C -2.4007 -5.1028 -0.9681
F -1.1574 -5.5983 -0.8146
F -3.0050 -5.1570 0.2326
C -2.3950 -3.7318 -1.5748
C -3.0453 -3.5159 -2.7722
C -3.0062 -2.2550 -3.3544
C -2.2924 -1.2686 -2.7046
N -1.6528 -1.4626 -1.5553
C -1.7068 -2.6643 -0.9478
S -0.9445 -2.7858 0.5779
H -3.5938 -4.3202 -3.2422
H -3.5100 -2.0515 -4.2880
H -2.2222 -0.2692 -3.1144
C 3.6405 -0.9598 -2.2292
C 3.0442 0.1943 -3.0292
As 2.1361 1.4670 -1.8131
C 1.5897 2.7602 -3.1699
C 1.6858 4.1261 -2.9200
C 1.1992 5.0492 -3.8334
C 0.6003 4.6181 -5.0082
C 0.4839 3.2584 -5.2593
C 0.9665 2.3385 -4.3419
C 3.6985 2.4585 -1.1514
C 4.7909 2.8553 -1.9166
C 5.8115 3.6039 -1.3501
C 5.7522 3.9704 -0.0117
C 4.6635 3.5915 0.7598
C 3.6481 2.8386 0.1883
As 2.1884 -1.9661 -1.3058
C 1.9032 -3.3211 -2.6876
C 0.7944 -3.1788 -3.5174
C 0.5411 -4.0973 -4.5256
C 1.4040 -5.1653 -4.7174
C 2.5112 -5.3177 -3.8946
C 2.7572 -4.4027 -2.8826
C 3.3090 -3.0177 -0.0844
C 2.6797 -3.6333 0.9985
C 3.4078 -4.3707 1.9207
C 4.7805 -4.5068 1.7725
C 5.4173 -3.9045 0.6981
C 4.6870 -3.1614 -0.2188
H 4.3293 -0.5692 -1.4728
H 4.2002 -1.6335 -2.8812
H 2.2976 -0.1926 -3.7285
H 3.8068 0.7138 -3.6121
H 2.1426 4.4680 -1.9978
H 1.2890 6.1093 -3.6310
H 0.2139 5.3372 -5.7192
H 0.0118 2.9155 -6.1716
H 0.8425 1.2794 -4.5354
H 4.8417 2.5941 -2.9676
H 6.6538 3.9133 -1.9564
H 6.5471 4.5598 0.4269
H 4.6043 3.8883 1.8000
H 2.7793 2.5391 0.7677
H 0.1253 -2.3396 -3.3636
H -0.3322 -3.9862 -5.1561
H 1.2105 -5.8836 -5.5040
H 3.1843 -6.1532 -4.0410
H 3.6182 -4.5326 -2.2387
H 1.6035 -3.5468 1.1009
H 2.8999 -4.8418 2.7531
H 5.3511 -5.0832 2.4895
H 6.4869 -4.0141 0.5698
H 5.2029 -2.6960 -1.0504
N -1.8957 2.3422 -2.0795
C -1.0388 1.5634 -2.0173
H -2.7486 2.8557 -1.9363
*
```

=====

(2)
Molecular formula: CH2BrO3S
Method: DFT, ωB97M-V/def2-TZVPD

Calculated values
ΔE to the lowest compared entry with this formula, charge and spin ... 69.4 kcal per mole
Largest force on an atom ... 2.6 eV/Å

```
! wB97M-V def2-TZVPD RIJCOSX def2/J DEFGRID3
* xyz -1 1
C -1.2052 -0.2564 -1.4751
O 1.8877 1.6524 0.9672
O -0.1893 0.8604 2.1242
O 1.4175 -0.8121 1.1580
S 0.8911 0.5585 1.1137
Br -0.7685 -2.1494 -1.6291
H -1.7947 -0.1371 -0.5929
H -0.2386 0.2836 -1.6660
*
```

=====

(3)
Molecular formula: C28H30CdFN5O5
Method: DFT, ωB97M-V/def2-TZVPD

Calculated values
ΔE to the lowest compared entry with this formula, charge and spin ... 24.1 kcal per mole
Largest force on an atom ... 0.3 eV/Å

```
! wB97M-V def2-TZVPD RIJCOSX def2/J DEFGRID3
* xyz 0 1
Cd 1.4754 -2.9485 -0.4998
C -1.8005 -5.2183 1.4283
C -0.9302 -4.0252 1.1227
O -0.3411 -4.0692 -0.0167
C -0.7813 -3.0338 2.0731
C 0.1247 -1.9364 1.8743
C 1.1542 -1.6631 2.9360
N 0.1708 -1.1703 0.8183
N -0.9845 -1.1626 0.0270
C -0.8192 -1.3655 -1.2446
O 0.2454 -1.7503 -1.8579
C -2.0270 -1.0423 -2.0726
C -1.8881 -0.7711 -3.4282
C -2.9891 -0.3785 -4.1825
C -4.2429 -0.2764 -3.5978
C -4.4009 -0.5993 -2.2505
C -3.3000 -0.9783 -1.4940
H -1.1892 -6.1221 1.4333
H -2.3145 -5.1208 2.3832
H -2.5366 -5.3290 0.6306
H -1.1040 -3.2577 3.0825
H 0.6622 -1.5842 3.9090
H 1.8731 -2.4835 3.0054
H 1.6823 -0.7369 2.7220
H -0.9064 -0.8679 -3.8729
H -2.8673 -0.1617 -5.2365
H -5.1000 0.0121 -4.1932
H -5.3905 -0.5916 -1.8062
H -3.3976 -1.2701 -0.4537
C 2.6456 1.7852 3.5610
C 3.6472 1.9907 2.4335
N 3.4820 1.0487 1.3279
C 3.9895 -0.2078 1.4448
C 3.8549 -1.1881 0.5183
C 4.1193 -2.6245 0.9451
O 5.0051 -2.8354 1.7587
O 3.3060 -3.5037 0.4634
C 3.3084 -0.8473 -0.7687
O 3.2113 -1.6373 -1.7144
C 2.7154 0.4896 -0.8625
C 1.9401 0.7783 -1.9801
C 1.0546 1.8100 -1.9487
F 0.3140 2.0240 -3.0719
C 0.8406 2.5705 -0.7830
C 1.7439 2.3890 0.2566
C 2.6753 1.3441 0.2378
N -0.2805 3.4128 -0.5447
C -1.0460 3.0679 0.6511
C -1.9465 1.8672 0.4207
N -2.8921 2.1721 -0.7129
C -2.1711 2.6142 -1.9524
C -1.1986 3.7440 -1.6221
H 2.8027 2.5303 4.3418
H 2.7639 0.7974 4.0057
H 1.6179 1.8688 3.2049
H 4.6638 1.8716 2.8079
H 3.5819 2.9983 2.0242
H 4.4861 -0.4357 2.3814
H 1.9752 0.1094 -2.8284
H 1.6413 3.0165 1.1300
H -1.6300 3.9470 0.9476
H -0.3811 2.8281 1.4751
H -2.5504 1.6270 1.2952
H -1.3935 0.9636 0.1344
H -3.5508 2.8963 -0.4253
H -3.4228 1.3224 -0.9455
H -2.9240 2.9262 -2.6751
H -1.6642 1.7329 -2.3298
H -1.7579 4.6357 -1.3171
H -0.6541 4.0024 -2.5236
*
```

=====

(4)
Molecular formula: C8H8N4O2PdS
Method: DFT, ωB97M-V/def2-TZVPD

Calculated values
ΔE to the lowest compared entry with this formula, charge and spin ... 0.0 kcal per mole
Largest force on an atom ... 0.4 eV/Å
<S²> ... 2.03

```
! wB97M-V def2-TZVPD RIJCOSX def2/J DEFGRID3
* xyz 0 3
Pd 0.1263 0.1029 0.0759
N 2.9785 -0.5036 3.2229
C 2.0841 -0.4756 2.2153
S 1.1860 0.9487 1.8954
N 1.9740 -1.6219 1.5113
N 1.1294 -1.4915 0.5184
C 0.8540 -2.6224 -0.2798
C -0.0869 -2.4305 -1.2682
C -0.5166 -3.4310 -2.1813
C -1.4782 -3.1245 -3.1051
C -2.0240 -1.8338 -3.1383
C -1.5705 -0.8841 -2.2318
N -0.6400 -1.1599 -1.3346
H 3.0008 0.2611 3.8739
H 3.3578 -1.3902 3.5073
H 1.3674 -3.5525 -0.0882
H -0.0769 -4.4171 -2.1250
H -1.8178 -3.8748 -3.8064
H -2.7848 -1.5650 -3.8559
H -1.9455 0.1331 -2.2073
O -1.6916 3.7035 -0.6397
C -0.9649 2.8411 -0.2058
O -1.0436 1.5827 -0.5494
H -0.1962 3.0777 0.5515
*
```